ORCA calculation (ωB97M-V/def2-TZVPD) on 4 unconnected molecules or ions with the total composition C5H16NO5.

The geometry in XYZ format:
```
27
Properties=species:S:1:pos:R:3:forces:R:3
C -2.373948 0.351770 0.439606 -0.4 0.4 0.2
N -1.399501 -0.744957 0.523313 0.0 0.2 -0.4
C -0.098679 -0.436757 -0.124227 -0.2 -0.1 -0.1
C 0.983739 0.003209 0.866884 0.2 0.6 0.3
C 1.138967 1.570621 0.903472 -0.1 -0.3 -0.3
O -0.036077 2.188216 0.644127 -0.4 0.0 0.3
C 0.279002 -1.647922 -0.955922 0.3 -0.1 -0.1
O 1.410400 -1.959720 -1.259048 -0.4 0.1 0.0
H -2.771487 0.419351 -0.575597 -0.2 -0.3 0.0
H -1.942064 1.328705 0.646920 0.4 0.0 0.1
H -3.195624 0.208141 1.166000 0.2 -0.3 -0.5
H -1.219037 -0.950949 1.497052 0.0 0.1 0.0
H -0.258865 0.395979 -0.861042 0.1 -0.4 0.6
H 0.759125 -0.376855 1.868880 -0.4 0.1 0.0
H 1.951062 -0.446944 0.670825 0.2 -0.1 -0.4
H 1.563782 1.845769 1.898428 0.1 -0.2 -0.3
H 1.907808 1.824164 0.127935 0.0 -0.1 0.3
H -0.577841 -2.272559 -1.309859 0.2 0.3 0.1
H -3.715357 -2.964752 -0.100694 -0.2 0.1 0.1
H -2.330879 -2.323092 -0.263743 -0.1 0.0 0.3
O -2.859438 -3.117575 -0.497219 0.3 0.0 -0.2
H 3.284709 -1.127139 -0.533920 -0.5 0.1 0.2
H 3.793490 -1.891511 -1.690902 -0.1 -0.1 -0.1
O 4.107553 -1.365549 -0.954610 0.8 0.0 -0.1
H 0.111960 3.381714 -0.128115 0.4 0.4 -0.4
H 1.143529 3.907467 -1.222512 -0.1 0.0 0.0
O 0.343683 4.201188 -0.776028 -0.1 -0.2 0.2
```
Forces are in eV/Å.

Summary:
E in hartree: -631.075876
Net charge: -1
Highest occupied orbital energy in eV: -4.25
LUMO level in eV: 3.24
HOMO-LUMO gap in eV: 7.48

Just the Mulliken charges please, in e? Sure, here they are: -0.930 -0.346 0.691 -0.603 -0.585 -0.780 -0.572 -0.485 0.294 0.296 0.354 0.253 0.361 0.332 0.167 0.204 0.249 0.209 0.277 0.432 -0.736 0.451 0.276 -0.711 0.459 0.239 -0.794

=====

ORCA calculation (ωB97M-V/def2-TZVPD) on a molecular structure, C4H7BO2.

The geometry in XYZ format:
```
14
Properties=species:S:1:pos:R:3:forces:R:3
B -0.407560 -0.267166 0.286324 -2.7 2.5 -2.1
C -1.815018 1.243417 -0.269964 2.9 -1.9 1.7
C 1.510274 0.060544 -1.075760 1.3 1.7 0.0
C 0.002975 -0.557239 1.703424 0.5 -0.2 1.0
C 0.254663 -0.713918 -1.071577 -0.8 0.4 0.1
O -2.287417 1.192056 -1.356528 -0.4 0.3 -0.1
O 1.792080 1.181125 -1.496389 -1.3 -1.7 0.1
H -1.859002 2.131530 0.450289 -0.5 -0.5 -0.7
H 2.256496 -0.423451 -0.484738 1.2 -0.7 0.6
H -0.008029 0.360218 2.267822 -0.7 0.5 0.5
H 1.079795 -0.730689 1.677039 0.1 -0.9 0.2
H -0.568162 -1.330573 2.272141 0.6 0.5 -0.5
H 0.410363 -1.807129 -1.029273 0.2 0.5 -0.3
H -0.361457 -0.338725 -1.872809 -0.5 -0.4 -0.5
```
Forces are in eV/Å.

Summary:
E in hartree: -331.841859
Net charge: 0
Highest occupied orbital energy in eV: -8.32
LUMO level in eV: -0.21
HOMO-LUMO gap in eV: 8.11

Just the Mulliken charges please, in e? Sure, here they are: 0.055 -0.004 -0.033 -0.815 -0.340 -0.410 -0.497 0.237 0.359 0.312 0.292 0.293 0.282 0.269

=====

ORCA calculation (ωB97M-V/def2-TZVPD) on a molecular structure, C19H39MnN8O6.

The geometry in XYZ format:
```
73
Properties=species:S:1:pos:R:3:forces:R:3
Mn -0.086276 0.550037 0.646358 0.2 0.0 -0.2
C 2.632826 0.145357 2.633921 0.0 0.0 0.0
O 2.056032 -0.137764 1.362565 0.0 0.0 -0.1
C 2.563919 -1.325991 0.771467 0.1 0.0 0.0
C 2.014688 -1.384726 -0.633187 0.0 0.0 0.0
O 0.583442 -1.309507 -0.600682 0.0 0.0 0.0
C -0.113062 -2.549987 -0.480664 0.0 0.0 -0.1
C -0.861556 -2.598983 0.825526 0.0 0.0 0.0
O -1.647840 -1.414526 0.890309 0.0 -0.1 0.1
C -2.683351 -1.516724 1.864099 0.0 0.0 0.0
H 3.721849 0.166846 2.547954 0.0 0.0 0.0
H 2.331088 -0.600271 3.373439 0.0 0.0 0.0
H 2.274670 1.124413 2.940541 0.0 0.0 0.0
H 2.261465 -2.196463 1.368301 0.0 0.0 0.0
H 3.659037 -1.298605 0.741257 0.0 0.0 0.0
H 2.332878 -2.294658 -1.146646 0.0 0.0 0.0
H 2.340896 -0.514835 -1.198353 0.0 0.0 0.0
H 0.578406 -3.391287 -0.562749 0.0 0.0 0.0
H -0.821521 -2.602202 -1.310480 0.0 0.0 0.0
H -0.187112 -2.634837 1.690003 0.0 0.0 0.0
H -1.502744 -3.486619 0.847824 0.0 0.0 0.0
H -3.366270 -2.324876 1.592414 0.0 0.0 0.0
H -3.216637 -0.570961 1.878815 0.0 0.0 0.0
H -2.265178 -1.709211 2.855204 0.0 0.0 0.0
N -2.112541 2.341915 -0.905870 -0.1 0.0 0.0
N -1.782688 0.954562 -0.786247 -0.1 0.0 0.0
H -2.145893 2.736309 0.027190 0.0 0.0 0.0
H -3.017597 2.460914 -1.349786 0.1 0.0 0.1
H -1.384996 0.652110 -1.672448 0.0 0.1 0.0
H -2.597593 0.376837 -0.592986 0.1 0.0 0.0
C 0.443453 4.366054 -2.815145 0.0 0.0 0.0
C 1.845288 3.853832 -2.523608 0.0 0.0 0.0
C 2.128482 3.636443 -1.028448 0.0 0.0 0.1
C 3.599374 3.189512 -0.852448 0.0 0.0 -0.1
C 4.023522 2.954634 0.588473 0.0 0.0 0.1
C 1.961213 4.951837 -0.289898 0.0 0.1 0.0
O 2.522964 5.962328 -0.635845 0.0 0.0 0.0
N 1.146933 4.939448 0.822523 0.0 0.0 0.0
C 0.497449 3.837655 1.364504 0.2 0.0 0.1
O -0.108001 3.964209 2.415956 -0.1 0.0 0.1
N 0.577529 2.652082 0.693411 0.0 0.0 0.0
C 1.250043 2.544269 -0.461667 0.0 0.0 0.0
O 1.181440 1.438671 -1.038948 0.0 0.0 -0.1
H 0.304389 4.503390 -3.886898 0.0 0.0 0.0
H 0.270069 5.334332 -2.341335 0.0 0.0 0.0
H -0.318717 3.673059 -2.458871 -0.1 0.0 0.0
H 2.589380 4.562392 -2.889315 0.0 0.0 0.0
H 2.017579 2.900264 -3.025128 0.0 0.0 0.0
H 4.214072 3.969464 -1.303531 0.0 0.0 0.0
H 3.728078 2.280526 -1.443635 0.0 0.0 0.0
H 3.964294 3.869658 1.180038 0.0 0.0 0.0
H 5.056417 2.610559 0.626384 0.0 0.0 0.0
H 3.403447 2.196476 1.071646 0.0 0.0 0.0
H 1.072301 5.802300 1.344670 0.0 0.0 0.0
C -0.524729 4.361582 5.828082 -0.1 0.0 0.0
C -0.017622 3.046426 6.407070 0.0 0.0 0.1
C 1.409866 2.750729 5.963899 0.0 0.0 0.0
C -0.966652 1.889116 6.105019 -0.1 0.0 -0.1
N -0.989860 1.495972 4.687246 0.1 0.0 0.0
C -1.745378 1.923680 3.673986 0.0 0.0 -0.1
N -1.437178 1.228453 2.604212 -0.2 0.1 0.2
N -0.455362 0.391959 2.989996 -0.1 0.1 0.1
N -0.172431 0.549559 4.229686 0.0 -0.2 0.1
H 0.135051 5.178724 6.117548 0.0 0.0 0.0
H -1.524182 4.601776 6.195952 0.0 0.0 0.0
H -0.549629 4.337815 4.738269 0.0 0.0 -0.1
H -0.036042 3.118846 7.499566 0.0 0.0 0.0
H 1.480130 2.722817 4.874572 0.0 0.0 0.0
H 1.770413 1.798174 6.353920 0.0 0.0 0.0
H 2.079648 3.535855 6.311788 0.0 0.0 0.0
H -1.991715 2.149518 6.370533 0.0 0.0 0.0
H -0.688345 0.986051 6.645989 0.0 0.0 0.0
H -2.466323 2.717189 3.742992 0.0 0.0 0.0
```
Forces are in eV/Å.

Summary:
E in hartree: -2787.748412
Expectation value of S²: 8.752
Net charge: +1
Highest occupied orbital energy (alpha / beta) in eV: -11.84 / -11.99
LUMO level (alpha / beta) in eV: -2.00 / -2.02
2S+1: 6
HOMO-LUMO gap (alpha / beta) in eV: 9.84 / 9.97

Just the Mulliken charges please, in e? Sure, here they are: 1.699 -1.271 0.357 -0.430 -0.916 -0.338 -0.604 -0.593 -0.018 -1.062 0.402 0.242 0.276 0.319 0.508 0.563 0.115 0.479 0.276 0.178 0.556 0.373 0.272 0.384 -0.551 -0.501 0.144 0.279 0.294 0.296 -1.132 -1.365 2.655 -1.349 -1.117 -0.301 -0.611 0.174 -0.453 -0.781 0.607 -0.157 -0.863 0.498 0.292 0.193 0.474 0.428 0.503 0.411 0.324 0.514 0.077 0.305 -1.322 0.933 -1.269 -1.242 0.602 -0.370 0.044 0.477 -1.313 0.412 0.376 0.191 0.292 0.023 0.372 0.485 0.497 0.358 0.400

=====

ORCA calculation (ωB97M-V/def2-TZVPD) on 2 unconnected molecules or ions with the total composition C5H15N2PS.

The geometry in XYZ format:
```
24
Properties=species:S:1:pos:R:3:forces:R:3
C 1.225082 0.515289 -0.946945 -0.4 0.1 -0.3
C -4.834886 -0.169449 1.211791 -0.2 -1.0 3.8
C 5.076454 0.021148 0.775052 1.0 -0.7 -0.6
C 0.153130 -0.314538 -0.325892 -0.1 0.4 0.0
C -2.793442 -0.643929 0.191675 4.6 -1.2 -2.2
N 6.327219 -0.079872 0.713602 2.4 -0.1 0.1
N -3.996030 0.058278 0.084785 -2.2 -1.7 -3.4
P 1.356304 1.410153 -2.345937 0.5 -0.5 0.9
S -1.514920 0.111038 -1.138241 -0.6 -1.4 1.6
H -4.979269 -1.313123 1.240718 0.0 2.0 0.5
H -4.120954 0.233754 2.044347 -1.7 -1.3 -0.8
H -5.784620 0.403295 1.343634 0.8 -0.5 -0.9
H 4.590253 0.828328 0.359305 -1.0 1.9 -0.7
H 4.544655 -0.819701 1.084114 -1.0 -1.1 1.0
H 0.466274 -1.355114 -0.548545 -0.4 0.3 -0.1
H 0.094263 -0.258135 0.806896 0.0 0.3 -1.4
H -2.816532 -1.757874 0.163251 -0.6 1.0 -0.2
H -2.313036 -0.294998 1.033960 1.0 0.2 2.2
H 6.795066 -0.920100 1.106919 -0.3 0.7 -0.4
H 2.671774 1.741904 -2.568251 0.5 0.2 0.3
H 6.980260 0.628473 0.292578 -1.0 -0.6 0.6
H -4.357979 -0.263275 -0.828720 -0.8 0.3 0.4
H -3.812430 0.994430 -0.047862 0.7 3.0 -0.3
H 1.043358 1.244010 -3.702239 -1.0 -0.4 0.0
```
Forces are in eV/Å.

Summary:
E in hartree: -1047.757197
Net charge: +2
Highest occupied orbital energy in eV: -14.08
LUMO level in eV: -7.42
HOMO-LUMO gap in eV: 6.66

Just the Mulliken charges please, in e? Sure, here they are: -0.560 -0.623 -0.055 -0.124 -0.824 -0.155 -0.103 0.090 -0.106 0.285 0.312 0.326 0.297 0.264 0.333 0.317 0.401 0.464 0.313 0.037 0.321 0.353 0.331 0.108

=====

The following energy above the lowest of the compared OMol25 structures with the same formula, charge and spin values (in kJ/mol) correspond, in order, to the records above: 143.7; 428.0; 10.5; 172.1.
The following maximum force values (in eV Å⁻¹) correspond, in order, to the records above: 0.77; 4.21; 0.26; 5.23.